w.
{"formula": "C30H36N3O3", "method": "ωB97M-V/def2-TZVPD", "charge": 1, "species": ["C", "O", "C", "C", "C", "C", "C", "O", "C", "C", "N", "C", "C", "N", "C", "C", "C", "O", "C", "C", "C", "C", "C", "C", "C", "C", "C", "C", "C", "C", "C", "N", "C", "C", "C", "C", "H", "H", "H", "H", "H", "H", "H", "H", "H", "H", "H", "H", "H", "H", "H", "H", "H", "H", "H", "H", "H", "H", "H", "H", "H", "H", "H", "H", "H", "H", "H", "H", "H", "H", "H", "H"], "coordinates": [[-3.59, -3.50, -4.22], [-3.55, -4.02, -2.87], [-4.65, -3.95, -2.10], [-5.75, -3.08, -2.27], [-6.73, -3.04, -1.28], [-6.70, -3.87, -0.15], [-5.62, -4.78, -0.02], [-5.36, -5.56, 1.06], [-6.20, -5.42, 2.24], [-4.64, -4.81, -1.00], [-3.50, -5.66, -0.76], [-3.65, -7.06, -0.78], [-2.40, -7.57, -0.74], [-1.50, -6.51, -0.67], [-0.08, -6.70, -0.65], [-2.18, -5.33, -0.66], [-1.79, -3.91, -0.46], [-2.71, -3.11, -0.14], [-0.44, -3.57, -0.64], [0.33, -2.46, -0.12], [1.83, -2.46, -0.56], [2.62, -1.29, -0.38], [3.98, -1.31, -0.69], [4.51, -2.44, -1.36], [3.70, -3.49, -1.69], [2.35, -3.54, -1.31], [0.33, -2.47, 1.48], [1.73, -2.70, 2.19], [2.19, -1.43, 2.93], [0.95, -0.47, 3.02], [-0.08, -1.14, 2.17], [-1.34, -0.82, 2.39], [-1.68, 0.50, 2.99], [-3.17, 0.71, 2.77], [-3.73, -0.57, 2.11], [-2.54, -1.52, 1.90], [-2.69, -3.87, -4.69], [-4.47, -3.86, -4.75], [-3.58, -2.41, -4.20], [-5.80, -2.44, -3.13], [-7.56, -2.34, -1.37], [-7.46, -3.82, 0.63], [-5.76, -6.11, 2.96], [-6.17, -4.39, 2.62], [-7.23, -5.71, 2.00], [-4.60, -7.53, -0.81], [-2.06, -8.60, -0.72], [0.11, -7.73, -0.31], [0.38, -6.62, -1.66], [0.44, -6.01, 0.02], [-0.04, -4.34, -1.33], [-0.14, -1.43, -0.16], [2.17, -0.42, 0.12], [4.55, -0.45, -0.47], [5.57, -2.39, -1.65], [4.06, -4.30, -2.33], [1.78, -4.47, -1.50], [-0.37, -3.34, 1.83], [2.51, -3.11, 1.54], [1.51, -3.49, 2.92], [2.50, -1.69, 3.95], [3.09, -0.91, 2.58], [0.68, -0.26, 4.08], [1.14, 0.55, 2.70], [-1.43, 0.46, 4.08], [-1.08, 1.32, 2.54], [-3.70, 0.93, 3.69], [-3.32, 1.56, 2.09], [-4.49, -1.08, 2.71], [-4.19, -0.38, 1.13], [-2.43, -1.76, 0.84], [-2.63, -2.46, 2.44]], "mulliken_charge": [-1.0255, -0.2620, 0.5738, -0.7751, -0.9249, -0.6928, 0.8628, -0.3339, -0.8682, -0.1469, 0.6905, -0.3519, -0.9690, 0.2426, -0.7461, -0.4834, 1.4869, -1.0797, -2.5637, 2.2394, -0.7698, -0.0992, -0.8503, -0.5514, -0.6655, -0.2812, 0.5867, -1.0729, -0.7858, -0.9806, -0.2571, 0.1702, -0.6638, -0.6272, -0.5402, 0.0278, 0.2715, 0.3800, 0.3639, 0.4620, 0.3890, 0.4124, 0.2775, 0.3203, 0.3414, 0.5340, 0.4250, 0.3632, 0.2795, 0.3371, 0.8692, 0.6999, 0.4541, 0.4657, 0.3731, 0.3848, 0.3149, 0.3336, 0.2678, 0.5215, 0.4181, 0.2808, 0.4145, 0.4275, 0.2876, 0.3624, 0.3063, 0.2783, 0.2760, 0.2793, 0.1012, 0.2139]}

=====

x.
{"formula": "C30H36N3O3", "method": "ωB97M-V/def2-TZVPD", "charge": 1, "species": ["C", "C", "C", "C", "N", "C", "C", "C", "C", "C", "H", "H", "H", "H", "H", "H", "H", "H", "H", "H", "H", "H", "H", "H", "H", "C", "O", "C", "C", "C", "C", "C", "O", "C", "C", "N", "C", "C", "C", "C", "C", "C", "C", "C", "C", "C", "O", "N", "C", "C", "C", "H", "H", "H", "H", "H", "H", "H", "H", "H", "H", "H", "H", "H", "H", "H", "H", "H", "H", "H", "H", "H"], "coordinates": [[1.86, -3.69, 3.78], [1.36, -3.66, 2.30], [0.80, -2.31, 2.13], [0.73, -1.63, 3.33], [0.14, -0.46, 3.59], [0.24, 0.20, 4.88], [-0.44, 1.56, 4.69], [-1.03, 1.58, 3.27], [-0.64, 0.26, 2.59], [1.40, -2.39, 4.46], [1.44, -4.55, 4.30], [2.95, -3.75, 3.81], [2.18, -3.88, 1.60], [0.60, -4.44, 2.16], [0.38, -1.94, 1.20], [-0.26, -0.38, 5.67], [1.29, 0.31, 5.20], [-1.20, 1.70, 5.45], [0.31, 2.35, 4.80], [-2.12, 1.65, 3.30], [-0.63, 2.41, 2.69], [-0.07, 0.44, 1.66], [-1.53, -0.32, 2.30], [0.72, -2.59, 5.30], [2.25, -1.84, 4.88], [0.63, 4.00, -3.34], [-0.28, 2.98, -2.88], [-1.38, 3.33, -2.18], [-1.63, 4.61, -1.64], [-2.76, 4.78, -0.83], [-3.65, 3.74, -0.58], [-3.43, 2.50, -1.20], [-4.21, 1.40, -1.07], [-5.40, 1.45, -0.26], [-2.31, 2.32, -2.01], [-2.15, 1.07, -2.68], [-1.05, 0.28, -2.65], [-0.03, 0.41, -1.62], [1.23, -0.29, -1.84], [2.00, -0.74, -0.81], [3.18, -1.57, -1.00], [3.90, -2.07, 0.11], [4.94, -2.99, -0.06], [5.30, -3.42, -1.35], [4.66, -2.86, -2.46], [3.63, -1.93, -2.30], [-0.26, 1.09, -0.60], [-1.33, -0.79, -3.43], [-0.50, -1.95, -3.69], [-2.57, -0.62, -4.02], [-3.08, 0.53, -3.55], [1.27, 3.48, -4.05], [0.10, 4.82, -3.85], [1.24, 4.40, -2.51], [-0.94, 5.43, -1.85], [-2.93, 5.76, -0.38], [-4.51, 3.87, 0.07], [-5.82, 0.44, -0.37], [-5.16, 1.65, 0.79], [-6.11, 2.20, -0.64], [1.53, -0.37, -2.89], [1.76, -0.45, 0.21], [3.62, -1.74, 1.11], [5.46, -3.39, 0.81], [6.10, -4.15, -1.48], [4.95, -3.16, -3.47], [3.15, -1.50, -3.17], [-1.14, -2.75, -4.09], [0.29, -1.73, -4.42], [-0.03, -2.32, -2.76], [-2.97, -1.36, -4.71], [-4.02, 1.02, -3.75]], "mulliken_charge": [-0.7399, -0.9240, -0.6184, 0.7696, 0.1820, -0.6625, -0.5992, -0.5226, 0.0111, -0.6946, 0.3085, 0.2725, 0.1871, 0.3757, 0.6063, 0.3014, 0.3268, 0.2771, 0.2606, 0.2621, 0.2542, -0.3866, 0.2848, 0.2941, 0.2612, -1.0296, -0.2547, 0.8984, -0.8251, -0.9575, -0.7273, 0.6609, -0.3383, -0.8992, 0.0558, 0.5528, -0.0864, 1.1692, -2.0553, 0.4117, 0.7170, -0.3273, -0.6188, -0.4464, -0.6082, -0.5834, -0.6848, 0.2188, -0.7455, -0.9246, -0.1867, 0.2730, 0.3887, 0.3696, 0.4501, 0.4083, 0.4452, 0.2702, 0.3283, 0.3801, 0.7678, 0.5255, 0.4602, 0.3896, 0.3791, 0.3895, 0.3086, 0.3068, 0.2965, 0.3636, 0.4759, 0.5504]}

=====

Relative to the most stable one, in hartree, the structures come out at w 0.0552; x 0.0000.

=====

w.
{"formula": "C4H12N3S", "method": "ωB97M-V/def2-TZVPD", "charge": 1, "species": ["C", "C", "C", "C", "N", "N", "N", "S", "H", "H", "H", "H", "H", "H", "H", "H", "H", "H", "H", "H"], "coordinates": [[-0.64, -2.05, -0.06], [0.66, 1.69, -0.89], [1.45, 0.56, 1.07], [-0.96, 0.91, 0.86], [0.01, -0.35, -0.91], [-0.36, -2.97, -0.89], [0.33, 0.60, 0.04], [-2.36, 1.23, -0.26], [-1.10, -2.19, 0.96], [0.39, 2.65, -0.59], [1.65, 1.73, -0.99], [0.21, 1.52, -1.84], [1.32, -0.31, 1.59], [2.35, 0.53, 0.42], [1.46, 1.37, 1.80], [-1.13, 0.09, 1.56], [-0.71, 1.70, 1.71], [-0.44, -3.96, -0.74], [0.06, -2.84, -1.78], [-2.20, 0.10, -1.05]], "nbo_charge": [0.2989, -0.3972, -0.4111, -0.3936, -0.4403, -0.6472, -0.1473, 0.0208, 0.2232, 0.2387, 0.2136, 0.2624, 0.2082, 0.2339, 0.2406, 0.2107, 0.2587, 0.4217, 0.4329, 0.1723]}

=====

x.
{"formula": "C4H12N3S", "method": "ωB97M-V/def2-TZVPD", "charge": 1, "species": ["C", "C", "C", "C", "N", "N", "N", "S", "H", "H", "H", "H", "H", "H", "H", "H", "H", "H", "H", "H"], "coordinates": [[-0.42, -0.62, -0.08], [1.42, 1.30, -1.30], [-0.05, 0.90, 1.68], [0.00, 1.61, -0.82], [-0.71, -1.14, -1.25], [-0.51, -1.92, 1.40], [-0.19, 0.58, 0.22], [-1.02, -3.37, 0.81], [1.73, 0.49, -1.92], [1.85, 2.22, -1.91], [2.01, 1.35, -0.45], [1.05, 1.05, 2.12], [-0.42, 0.07, 2.15], [-0.61, 1.85, 1.71], [-0.57, 1.48, -1.74], [-0.31, 2.49, -0.29], [-1.26, -1.93, -1.39], [-0.42, -0.92, -2.17], [0.48, -2.04, 1.60], [-2.05, -3.45, 1.63]], "nbo_charge": [0.7011, -0.6451, -0.3946, -0.2264, -0.8133, -0.7783, -0.3593, 0.2682, 0.2386, 0.2470, 0.2156, 0.2340, 0.2434, 0.2271, 0.2311, 0.2393, 0.4310, 0.4315, 0.3811, 0.1280]}

=====

Relative to the most stable one, in hartree, the structures come out at w 0.1039; x 0.0000.

=====

w.
{"formula": "C5H12N2O", "method": "ωB97M-V/def2-TZVPD", "species": ["O", "C", "C", "C", "C", "C", "N", "N", "H", "H", "H", "H", "H", "H", "H", "H", "H", "H", "H", "H"], "coordinates": [[-1.04, -2.00, -0.52], [-0.12, -1.45, -1.12], [-0.35, -0.57, -2.23], [0.46, -1.63, 2.29], [0.83, -0.38, 2.50], [-1.03, 1.65, 0.00], [0.17, 2.31, 0.19], [0.58, 0.41, -2.61], [0.90, -1.83, -0.99], [-1.32, -0.47, -2.70], [0.45, -2.33, 3.12], [0.22, -1.98, 1.30], [1.09, -0.03, 3.50], [0.71, 0.41, 1.77], [-1.71, 2.27, -0.61], [-0.76, 0.80, -0.68], [-1.59, 1.22, 0.84], [0.19, 2.73, 1.13], [1.18, 0.15, -3.37], [1.13, 0.72, -1.80]], "nbo_charge": [-0.5247, 0.2602, 0.0054, -0.3783, -0.4017, -0.4429, -0.5684, -0.8116, 0.1334, 0.2106, 0.1913, 0.2069, 0.1874, 0.1871, 0.2392, 0.2109, 0.1880, 0.3242, 0.3909, 0.3918]}

=====

x.
{"formula": "C5H12N2O", "method": "ωB97M-V/def2-TZVPD", "species": ["C", "C", "C", "C", "N", "C", "O", "N", "H", "H", "H", "H", "H", "H", "H", "H", "H", "H", "H", "H"], "coordinates": [[0.79, 0.63, 0.18], [1.21, -0.51, 0.90], [1.47, 1.01, -1.11], [-2.33, 0.39, 0.00], [-1.13, 0.09, -0.78], [0.21, -2.08, 0.35], [0.24, 1.64, 0.90], [0.47, -3.09, 0.98], [-0.20, 2.25, 0.29], [-0.84, -0.92, -0.64], [1.12, -3.19, 1.76], [2.20, -0.85, 0.64], [1.04, -0.45, 1.96], [-1.23, 0.31, -1.76], [1.72, 0.13, -1.69], [2.38, 1.57, -0.89], [0.82, 1.65, -1.72], [-2.66, 1.42, -0.17], [-2.10, 0.27, 1.05], [-3.16, -0.28, -0.25]], "nbo_charge": [0.5480, -0.6637, -0.6896, -0.4169, -0.8479, 0.1504, -0.6784, -0.7391, 0.4751, 0.4096, 0.3677, 0.2346, 0.2316, 0.3630, 0.2359, 0.2346, 0.2099, 0.1836, 0.2066, 0.1851]}

=====

y.
{"formula": "C5H12N2O", "method": "ωB97M-V/def2-TZVPD", "species": ["C", "C", "N", "C", "C", "O", "C", "N", "H", "H", "H", "H", "H", "H", "H", "H", "H", "H", "H", "H"], "coordinates": [[2.54, 0.04, -0.43], [1.23, -0.26, 0.30], [0.13, 0.62, -0.13], [0.26, 1.48, -1.29], [-1.18, 0.32, 0.28], [-2.08, 1.08, -0.01], [-1.51, -0.96, 1.04], [-2.82, -1.38, 0.61], [2.83, 1.07, -0.36], [3.36, -0.46, 0.13], [2.64, -0.52, -1.37], [0.98, -1.32, 0.25], [1.50, -0.05, 1.35], [-0.66, 2.00, -1.56], [1.00, 2.25, -1.03], [0.49, 1.10, -2.31], [-0.75, -1.70, 0.74], [-1.34, -0.68, 2.10], [-3.22, -2.07, 1.22], [-3.39, -0.56, 0.47]], "nbo_charge": [-0.6298, -0.2078, -0.4557, -0.4330, 0.6942, -0.6294, -0.3079, -0.8414, 0.2215, 0.2163, 0.2187, 0.1920, 0.1892, 0.2507, 0.1927, 0.1974, 0.1892, 0.1876, 0.3636, 0.3919]}

=====

Relative to the most stable one, in hartree, the structures come out at w 0.2434; x 0.1269; y 0.0000.

=====

w.
{"formula": "C5H12N2O", "method": "ωB97M-V/def2-TZVPD", "species": ["C", "C", "O", "N", "C", "C", "C", "N", "H", "H", "H", "H", "H", "H", "H", "H", "H", "H", "H", "H"], "coordinates": [[1.29, -1.74, 1.70], [0.81, -1.86, 0.29], [0.74, -2.93, -0.30], [0.51, -0.73, -0.39], [0.54, 0.63, 0.12], [-0.02, 1.64, -0.87], [-1.52, 1.77, -0.91], [-2.05, 2.60, 0.21], [1.70, -2.62, 2.18], [0.47, -1.39, 2.33], [2.06, -0.96, 1.78], [0.46, -0.81, -1.39], [1.59, 0.87, 0.36], [-0.01, 0.73, 1.06], [0.49, 2.59, -0.81], [0.23, 1.21, -1.86], [-1.76, 2.39, -1.78], [-2.09, 0.85, -1.00], [-3.05, 2.67, 0.03], [-1.95, 2.21, 1.15]], "nbo_charge": [-0.7150, 0.6726, -0.6188, -0.6221, -0.2149, -0.4113, -0.2210, -0.8443, 0.2467, 0.2278, 0.2220, 0.4010, 0.1868, 0.1881, 0.2286, 0.1952, 0.1950, 0.1794, 0.3547, 0.3495]}

=====

x.
{"formula": "C5H12N2O", "method": "ωB97M-V/def2-TZVPD", "species": ["C", "C", "N", "C", "C", "C", "N", "O", "H", "H", "H", "H", "H", "H", "H", "H", "H", "H", "H", "H"], "coordinates": [[-0.32, 2.86, -0.69], [0.22, 1.42, -0.87], [-0.36, 0.52, 0.08], [0.27, -0.77, 0.25], [1.03, -0.88, 1.59], [-0.84, -1.84, 0.27], [-0.96, -2.59, -0.86], [-1.48, -2.07, 1.28], [-1.32, 2.81, -1.10], [0.28, 3.58, -1.24], [-0.40, 3.06, 0.38], [-0.02, 1.07, -1.87], [1.34, 1.40, -0.91], [-0.60, 0.94, 0.97], [1.03, -0.93, -0.52], [2.05, -1.31, 1.47], [0.49, -1.48, 2.31], [1.49, 0.06, 1.93], [-1.50, -3.42, -0.77], [-0.41, -2.43, -1.68]], "nbo_charge": [-0.6100, -0.1951, -0.6352, -0.1421, -0.6503, 0.6876, -0.8227, -0.6200, 0.2126, 0.2158, 0.2006, 0.1717, 0.1489, 0.3711, 0.1947, 0.2112, 0.2471, 0.2192, 0.3996, 0.3952]}

=====

Relative to the most stable one, in hartree, the structures come out at w 0.0000; x 0.0112.